1.
19
Properties=species:S:1:pos:R:3:forces:R:3 method="wB97M-V/def2-TZVPD" max_force_ev_per_a=4.54 e_homo_ev=-18.356 total_charge=+2
H 1.1424 2.5489 0.8012 0.7 0.1 0.0
N -1.2047 0.6044 -0.1153 -1.9 -1.4 -1.2
H -1.8212 -2.5456 -1.4279 -0.3 -0.4 0.1
H -0.9871 2.5671 -0.0715 0.2 0.8 -0.2
H 0.5286 -3.0992 -2.0636 -0.1 -0.8 -0.2
C 0.2027 -2.4154 -1.3042 -2.2 -0.3 -0.8
N 1.1478 -1.5892 -0.8261 1.8 2.6 2.2
S -1.4101 -1.1031 1.8881 -0.3 0.3 0.4
N 0.8269 1.6524 0.4646 -4.5 0.3 -0.3
N -1.0032 -2.1786 -0.9649 0.7 1.9 0.8
H -3.5047 0.7388 0.0493 -0.6 0.0 0.8
H -0.4469 -1.8208 2.5442 0.0 0.1 -0.9
C -0.4467 1.6539 0.0456 2.4 1.4 1.3
S -2.7413 0.8626 -1.0116 1.1 -0.4 -0.2
H 2.2244 0.6043 -0.3122 0.7 -0.8 0.3
H 2.2187 0.4487 1.4621 -1.1 -0.9 -0.8
C 1.5567 0.4205 0.5418 2.4 0.8 -1.1
C 0.7059 -0.7178 0.0184 1.7 -1.1 0.2
C -0.7157 -0.6449 0.3671 -0.6 -2.0 -0.5

=====

2.
8
Properties=species:S:1:pos:R:3:forces:R:3 method="wB97M-V/def2-TZVPD" max_force_ev_per_a=2.89 relative_energy_ev=1.885 e_homo_ev=-9.208
S 2.1290 -1.1151 -0.0132 -0.7 0.2 -0.2
Cl 2.4322 0.9118 0.0113 0.6 0.5 0.2
B 0.1626 0.8048 0.0136 0.1 -0.2 -2.6
H -0.2092 1.1954 1.0178 -0.2 0.6 1.3
C 0.3133 -0.8225 -0.0247 0.0 -1.6 -2.3
H 0.0183 -1.0853 0.9349 -0.8 -1.0 1.7
H 0.0482 1.5532 -0.9582 -0.1 -0.8 0.6
H -0.1732 -1.6246 -0.7777 1.0 2.4 1.4

=====

3.
99
Properties=species:S:1:pos:R:3:forces:R:3 method="wB97M-V/def2-TZVPD" max_force_ev_per_a=0.99 relative_energy_ev=0.730 e_homo_ev=-10.468 total_charge=+1
N -0.0470 2.5350 -1.3690 0.0 -0.2 0.0
H -5.1332 3.4308 -4.2447 0.0 0.0 0.0
C -2.1644 -5.2020 -5.1826 0.0 0.0 0.0
Ca -0.1682 -0.1334 -0.2612 0.1 0.1 -0.5
C 2.8563 -4.0107 -1.1214 0.0 0.0 0.0
C 1.1442 3.1331 -1.3362 0.0 0.0 0.1
H -3.8349 4.4900 -6.1295 0.0 0.0 0.0
H 4.7417 0.9510 3.5261 0.0 0.0 0.0
C -1.6521 -3.7117 -0.8245 0.0 -0.1 0.1
H 1.9222 2.6320 -0.7680 0.0 0.0 0.0
H -1.7838 3.5208 -6.2902 0.0 0.0 0.0
H -2.8084 1.5619 -4.1676 0.0 0.0 0.1
H -4.9245 4.9145 -3.2960 0.0 0.0 0.0
C 4.0689 0.5950 -4.8041 -0.1 0.0 0.0
C -3.4059 0.3342 -1.3360 0.0 -0.1 -0.1
C -5.0004 4.5126 -4.3057 0.0 0.0 0.0
N 1.5581 -0.0708 -2.2122 -0.8 0.2 -0.6
N -0.6200 1.5355 1.4121 0.0 -0.3 0.0
C 1.6569 1.1358 2.1618 -0.1 0.1 0.3
H 2.7090 2.3385 3.6095 0.0 0.0 0.0
H 3.4481 -3.3279 -4.3816 0.0 0.0 0.0
C 5.1502 0.1890 -2.6627 0.0 0.0 -0.1
H 6.0870 0.1089 -2.1266 0.0 0.0 0.0
C -1.5394 -4.7346 -4.0403 0.1 0.0 0.0
H 3.9550 -0.2135 -0.9486 0.0 0.0 0.0
C 5.1977 0.4811 -4.0743 0.0 0.0 0.1
C -1.0083 3.1262 -2.0760 0.1 0.1 -0.1
Se 0.3702 0.1780 -3.5751 0.7 -0.2 -0.1
C -2.8740 1.6197 0.4943 0.0 0.2 0.2
H -1.9742 2.6340 -2.0902 0.0 0.0 0.0
H 0.5544 5.9028 -3.1785 0.0 0.0 0.0
C 0.1208 2.8164 3.2613 0.0 0.0 -0.1
P -0.8964 -2.7181 -2.1655 -0.1 0.3 0.3
H 4.7744 -1.0654 2.0380 0.0 0.0 0.0
H -0.8841 3.0791 -4.8623 0.0 0.0 0.0
H -2.4104 -1.4694 -4.2525 0.0 0.0 0.0
C 0.8272 -3.3022 -2.2217 0.0 0.0 -0.1
C 2.7458 1.4814 2.9557 0.0 -0.1 -0.1
C 3.9843 0.0086 -2.0046 -0.1 0.0 -0.1
H -6.1466 1.9758 -0.2787 0.0 0.0 0.0
H 4.6261 -4.0791 -2.3308 0.0 0.0 0.0
C -2.0078 4.9514 -3.4630 0.2 0.2 -0.3
C -5.1230 1.6319 -0.3386 0.0 0.0 0.0
H -2.0943 -6.2495 -5.4447 0.0 0.0 0.0
H -4.4899 2.7520 1.3632 0.0 0.0 0.0
C -4.7299 0.7408 -1.3210 0.0 0.0 0.0
C 1.4098 4.3370 -1.9667 0.0 0.1 0.0
H -3.6462 1.9897 -5.6579 0.0 0.0 0.0
H 3.3540 -4.3657 -0.2272 0.0 0.0 0.0
H 2.3915 4.7827 -1.8872 0.0 0.0 0.0
H 6.1666 0.6090 -4.5374 0.0 0.0 0.0
H -2.1176 1.1228 -5.7409 0.0 0.0 0.0
H -1.3786 -4.7666 -0.8685 0.0 0.0 0.0
H -5.8896 4.9372 -4.7719 0.0 0.0 0.0
C -3.7586 4.8669 -5.1088 0.0 0.0 0.0
H -2.7366 -3.6461 -0.9478 0.0 0.0 0.0
H -3.3709 -4.6978 -6.8845 0.0 0.0 0.0
O -0.9696 -1.9054 0.5616 0.1 0.0 0.2
C 3.5674 -3.8562 -2.3011 0.0 0.0 0.0
H -0.9701 -5.4182 -3.4211 0.0 0.0 0.0
C -2.8815 -4.3285 -5.9930 0.0 0.0 0.0
N 1.7100 0.0914 1.3280 -0.2 0.2 0.0
C -0.8330 4.3191 -2.7676 -0.2 -0.2 0.2
C 1.5499 -3.1649 -3.4103 0.0 0.0 0.0
C -4.1866 2.0726 0.5832 0.0 -0.1 -0.1
C -1.1297 3.4014 3.3436 0.0 0.0 0.0
O -1.3305 -3.8759 1.5442 0.0 -0.1 -0.1
C 2.8007 0.4204 -4.1492 0.1 0.0 -0.1
H -3.0986 3.4864 2.5317 0.0 0.0 0.0
H 4.0761 0.8148 -5.8624 0.0 0.0 0.0
H 1.0453 -2.8522 -4.3182 0.0 0.0 0.0
O -2.4460 6.0122 -3.0517 -0.1 -0.1 0.1
C -1.8350 2.0797 1.4825 -0.1 0.1 0.1
H -5.4237 0.3564 -2.0550 0.0 0.0 0.0
N -2.5391 4.2989 -4.5285 -0.1 0.0 0.1
C -1.6242 -3.3868 -3.6889 -0.1 -0.1 0.0
C 1.4952 -3.7317 -1.0765 0.0 0.0 0.0
N -2.4988 0.7674 -0.4674 0.2 0.0 0.3
H 0.8878 3.0849 3.9701 0.0 0.0 0.0
N 1.6439 0.5178 -4.7630 -0.3 0.0 0.1
C 2.7512 0.1102 -2.7362 0.3 -0.1 0.3
C -1.2956 -3.1516 0.5712 0.0 -0.1 0.0
C -1.8951 3.2077 -5.2478 0.1 0.1 0.0
C -2.1237 3.0327 2.4567 0.0 0.0 -0.1
H -1.3333 4.1384 4.1085 0.0 0.0 0.0
H -3.0472 -0.3791 -2.0716 0.0 0.0 0.0
H 2.7734 -1.5180 0.6296 0.0 0.0 0.0
H 0.9654 -3.8637 -0.1409 0.0 0.0 0.0
C 0.3966 4.9535 -2.6835 0.0 0.0 -0.1
C 0.3464 1.8693 2.2675 0.0 0.1 0.2
C 3.8890 0.6999 2.9099 0.0 0.0 0.0
H -3.5200 -2.3020 -6.2897 0.0 0.0 0.0
C 3.9160 -0.4108 2.0842 -0.1 0.0 0.0
H -3.6414 5.9492 -5.1604 0.0 0.0 0.0
C 2.9075 -3.4365 -3.4496 0.0 0.0 0.0
C -2.3415 -2.5220 -4.5095 0.0 0.0 0.0
C -2.6625 1.8966 -5.1957 0.0 -0.1 0.0
C 2.8008 -0.6672 1.3033 0.1 -0.1 0.0
C -2.9680 -2.9867 -5.6587 0.0 0.0 0.0